1:
Molecular formula: C3H9OP
Method: DFT, ωB97M-V with the def2-TZVPD basis set

SMILES: OP1CC1.C

Structure (ORCA input):
```
! RIJCOSX wB97M-V def2-TZVPD def2/J DEFGRID3
* xyz 0 1
O 0.4342 1.2812 0.5584
P 0.9331 -0.2890 0.8434
C 1.6221 -0.8007 -0.7382
C 2.6486 -0.3939 0.3036
H -0.0613 1.3708 1.3788
H 1.4768 -0.1130 -1.4914
H 1.6468 -1.8420 -1.2401
H 2.9920 -1.2995 0.7810
H 3.2490 0.4439 -0.0098
C -3.0180 0.2749 -0.1079
H -2.3221 -0.1634 -0.6315
H -2.8480 1.3528 -0.2704
H -4.0710 0.0719 -0.2432
H -2.6821 0.1059 0.8673
*
```

---

2:
Molecular formula: C3H9OP
Method: DFT, ωB97M-V with the def2-TZVPD basis set

Structure (ORCA input):
```
! RIJCOSX wB97M-V def2-TZVPD def2/J DEFGRID3
* xyz 0 1
C 1.5076 0.9834 1.6451
C 1.3606 -0.2711 -1.1165
C -2.7194 0.0224 -0.7778
O 0.3251 -1.4565 1.1718
P 0.5612 0.0678 0.5348
H 1.1563 0.9907 2.6687
H 1.8474 1.8470 1.1500
H 0.8708 0.1702 -2.0625
H 2.4253 0.2126 -1.0167
H 1.4561 -1.3914 -1.3673
H -3.5508 0.3809 -0.1716
H -2.0890 0.6984 -1.4032
H -2.8866 -0.9572 -1.2479
H -0.2645 -1.2972 1.9931
*
```

---

3:
Molecular formula: C3H9OP
Method: DFT, ωB97M-V with the def2-TZVPD basis set

SMILES: OP1CC1.C

Structure (ORCA input):
```
! RIJCOSX wB97M-V def2-TZVPD def2/J DEFGRID3
* xyz 0 1
O 0.8040 1.2903 -0.0342
P 1.1645 -0.3282 0.0164
C 2.8622 -0.3003 -0.7169
C 2.8233 -0.1697 0.7854
H 0.0462 1.4865 -0.5857
H 3.1351 0.5755 -1.2899
H 3.2422 -1.2278 -1.1208
H 3.1951 -0.9998 1.3705
H 3.0430 0.8036 1.2040
C -4.0626 -0.2261 0.0737
H -3.9617 0.7827 -0.3062
H -4.2165 -0.9095 -0.7509
H -3.1634 -0.5039 0.6101
H -4.9114 -0.2734 0.7443
*
```

---

Stability, highest: 3

---

1:
Molecular formula: C2H6N3
Method: DFT, ωB97M-V with the def2-TZVPD basis set

SMILES: CCN[N+]#N

Structure (ORCA input):
```
! RIJCOSX wB97M-V def2-TZVPD def2/J DEFGRID3
* xyz 1 1
C 1.2802 -0.1114 -0.6992
C 0.3568 0.4235 0.3601
N -1.0199 -0.5004 0.7541
N -1.9791 -0.2049 -0.0143
N -2.8189 0.1940 -0.6601
H 0.8014 -0.2021 -1.7171
H 1.9426 0.6737 -0.9589
H 1.6735 -1.1145 -0.3999
H 0.9032 0.4281 1.3469
H -0.0514 1.3909 0.2819
H -1.0883 -0.9769 1.7065
*
```

---

2:
Molecular formula: C2H6N3
Method: DFT, ωB97M-V with the def2-TZVPD basis set

SMILES: [H]/N=C/C(N)=[NH2+]

Structure (ORCA input):
```
! RIJCOSX wB97M-V def2-TZVPD def2/J DEFGRID3
* xyz 1 1
H -2.8826 0.1835 -0.1695
N -1.9654 -0.1848 -0.0667
C -1.0011 0.6012 -0.0530
C 0.4332 -0.1096 -0.0444
N 0.3517 -1.3690 0.1783
N 1.5261 0.6962 -0.0457
H -0.8639 1.6888 -0.1302
H 1.1776 -1.9117 -0.0217
H -0.5431 -1.7180 0.0406
H 2.4117 0.3938 0.3826
H 1.3558 1.7295 -0.0703
*
```

---

Stability, highest: 2

---

1:
Molecular formula: C6H10Cl2Si
Method: DFT, ωB97M-V with the def2-TZVPD basis set

SMILES: Cl[Si]1(Cl)[C@H]2CC[C@@H]1CC2

Structure (ORCA input):
```
! RIJCOSX wB97M-V def2-TZVPD def2/J DEFGRID3
* xyz 0 1
Cl 0.8378 -2.2367 2.1966
Si 0.3710 -0.3117 1.5143
Cl 0.7174 1.2204 2.9259
C -1.2075 -0.1834 0.4879
C -0.8124 -1.2791 -0.5396
C 0.6424 -1.0382 -0.9917
C 1.2840 0.0992 -0.1201
C 0.5906 1.4371 -0.4277
C -0.9549 1.2882 -0.0022
H -2.1657 -0.2789 1.0108
H -0.8818 -2.2610 -0.0884
H -1.4688 -1.2945 -1.3784
H 0.6162 -0.7253 -2.0231
H 1.2164 -1.9235 -0.8988
H 2.3850 0.1118 -0.1061
H 1.0375 2.2888 0.0686
H 0.6950 1.6022 -1.5027
H -1.2941 2.0287 0.7223
H -1.6080 1.4560 -0.8478
*
```

---

2:
Molecular formula: C6H10Cl2Si
Method: DFT, ωB97M-V with the def2-TZVPD basis set

Structure (ORCA input):
```
! RIJCOSX wB97M-V def2-TZVPD def2/J DEFGRID3
* xyz 0 1
C -0.1745 -0.8005 0.2329
C 0.2756 0.3488 -0.1808
C -1.3333 -0.3004 1.2072
C -0.6107 1.5811 -0.0956
C -1.9274 0.9181 0.4137
C 0.2810 -2.1827 0.2601
Si 2.4823 0.6967 -1.6092
Cl 3.9360 0.7306 -0.1557
Cl 2.5675 -0.8962 -2.7416
H -2.0772 -1.0703 1.4187
H -0.9394 0.0358 2.1573
H -0.1755 2.1980 0.6861
H -0.7297 1.9878 -1.0806
H -2.5229 0.5586 -0.3607
H -2.5739 1.6383 1.0643
H 1.3857 -2.2038 0.0861
H -0.2521 -2.7623 -0.5185
H -0.1746 -2.5994 1.1484
H 2.5630 2.1220 -1.9319
*
```

---

Stability, highest: 1

---

1:
Molecular formula: C4H4ClF
Method: DFT, ωB97M-V with the def2-TZVPD basis set

SMILES: C=C/C(F)=C\Cl

Structure (ORCA input):
```
! RIJCOSX wB97M-V def2-TZVPD def2/J DEFGRID3
* xyz 0 1
C 2.0840 -0.9365 -0.3394
C 1.3878 0.1490 -0.7555
C 0.0578 0.6837 -0.5219
F -0.0282 1.6364 -1.4825
C -0.9560 0.4063 0.2940
Cl -1.1909 -0.9157 1.3454
H 3.1334 -0.9624 -0.6569
H 1.7953 -1.7395 0.3100
H 1.9552 0.7141 -1.5242
H -1.8260 1.0133 0.2778
*
```

---

2:
Molecular formula: C4H4ClF
Method: DFT, ωB97M-V with the def2-TZVPD basis set

SMILES: C=C(F)Cl.C#C

Structure (ORCA input):
```
! RIJCOSX wB97M-V def2-TZVPD def2/J DEFGRID3
* xyz 0 1
C 1.5174 -1.0160 -1.5666
C 1.1400 -0.3809 -0.4584
F 0.2937 -0.9599 0.5105
Cl 1.6642 1.0823 0.1729
H 0.8800 -1.8420 -1.9225
H 2.3451 -0.5907 -2.1283
C -1.9378 1.5310 1.4181
C -2.1977 0.3826 1.2915
H -1.4524 2.4445 1.1640
H -2.2524 -0.6509 1.5188
*
```

---

Stability, highest: 1

---

1:
Molecular formula: C4H11OP
Method: DFT, ωB97M-V with the def2-TZVPD basis set

SMILES: [H]/P=C(/C)O.CC

Structure (ORCA input):
```
! RIJCOSX wB97M-V def2-TZVPD def2/J DEFGRID3
* xyz 0 1
H -1.1082 1.4360 -1.3007
P -2.3385 0.7286 -1.1680
C -1.8177 -0.4666 -0.0745
C -2.7507 -1.6196 0.4684
O -0.6352 -0.4639 0.6022
H -2.0101 -2.2491 0.9615
H -3.4044 -2.2683 -0.1938
H -3.4902 -1.3664 1.2219
H -0.4964 -1.4199 0.8965
C 2.6029 0.4887 0.3355
C 1.9082 1.4151 -0.6868
H 3.4522 1.1111 0.9382
H 3.0710 -0.2621 -0.1731
H 1.8091 0.1262 1.0654
H 1.5742 2.2711 -0.1844
H 1.1164 0.8874 -1.1582
H 2.5174 1.6517 -1.5501
*
```

---

2:
Molecular formula: C4H11OP
Method: DFT, ωB97M-V with the def2-TZVPD basis set

SMILES: CC(C)[P@@H](C)=O

Structure (ORCA input):
```
! RIJCOSX wB97M-V def2-TZVPD def2/J DEFGRID3
* xyz 0 1
C 1.4052 -0.5984 0.0921
C 0.3610 0.4913 0.4790
C 0.8816 1.8409 -0.0445
P -1.2898 0.1149 -0.4083
C -1.5724 -1.5702 0.0991
O -2.4152 1.0185 -0.0933
H 2.3867 -0.1229 0.4903
H 1.1598 -1.5807 0.4758
H 1.7270 -0.5947 -1.0495
H 0.0933 0.4504 1.5130
H 1.2788 1.8044 -1.1406
H 1.5878 1.9309 0.7620
H 0.0727 2.5478 0.0296
H -0.9477 0.1549 -1.7465
H -2.6451 -1.8388 0.2675
H -1.1642 -2.1555 -0.7757
H -0.9195 -1.8928 1.0501
*
```

---

Stability, highest: 2

---

1:
Molecular formula: C2H2N4O2
Method: DFT, ωB97M-V with the def2-TZVPD basis set

SMILES: C=Nn1onnc1=O

Structure (ORCA input):
```
! RIJCOSX wB97M-V def2-TZVPD def2/J DEFGRID3
* xyz 0 1
C 2.5840 -0.0548 0.1004
N 1.5690 0.6951 -0.0931
N 0.3209 0.1201 -0.0226
O 0.2286 -1.1924 -0.0808
N -1.1941 -1.4883 0.0365
N -1.8136 -0.4625 0.0153
C -0.9155 0.6649 -0.0251
O -1.2638 1.8155 0.0478
H 3.6698 0.4125 -0.0943
H 2.4253 -1.1092 0.3528
*
```

---

2:
Molecular formula: C2H2N4O2
Method: DFT, ωB97M-V with the def2-TZVPD basis set

SMILES: [H]/N=c1/onnn1C=O

Structure (ORCA input):
```
! RIJCOSX wB97M-V def2-TZVPD def2/J DEFGRID3
* xyz 0 1
H 2.0725 0.1015 0.0409
N 1.6729 -0.8808 -0.3836
C 0.4106 -1.0018 -0.4777
O -0.6445 -1.7435 -1.0761
N -1.8372 -1.2444 -0.6543
N -1.6425 -0.2114 0.1165
N -0.4095 0.1883 -0.0226
C 0.0609 1.3707 0.6200
O 1.1736 1.6389 0.4795
H -0.8568 1.7825 1.3573
*
```

---

3:
Molecular formula: C2H2N4O2
Method: DFT, ωB97M-V with the def2-TZVPD basis set

Structure (ORCA input):
```
! RIJCOSX wB97M-V def2-TZVPD def2/J DEFGRID3
* xyz 0 1
C 1.1183 0.4517 0.0701
C -1.4140 0.5320 -0.1125
H 3.1727 -0.2391 0.1014
H 1.2410 1.6140 0.5891
N 1.9923 -0.3822 -0.4101
N -0.2239 -0.0072 0.0213
N -1.6887 -1.7317 -0.0005
N -2.2799 -0.6396 -0.2583
O -0.2346 -1.3311 0.0974
O -1.6833 1.7332 -0.0978
*
```

---

Stability, highest: 2

---

1:
Molecular formula: C2H2N4O2
Method: DFT, ωB97M-V with the def2-TZVPD basis set

Structure (ORCA input):
```
! RIJCOSX wB97M-V def2-TZVPD def2/J DEFGRID3
* xyz 0 1
C -0.5419 -0.4512 0.7439
C -0.1917 0.0487 -0.6039
H 1.2590 -0.0625 2.9437
H -1.6617 -0.6084 1.0356
N 0.1176 -0.6506 1.7346
N 0.7847 0.8089 -0.9846
N 0.5569 1.0449 -2.3233
N -0.6173 0.5675 -2.6533
O 1.4080 -0.5280 1.7377
O -1.1135 -0.1694 -1.6304
*
```

---

2:
Molecular formula: C2H2N4O2
Method: DFT, ωB97M-V with the def2-TZVPD basis set

SMILES: C=Nn1nnoc1=O

Structure (ORCA input):
```
! RIJCOSX wB97M-V def2-TZVPD def2/J DEFGRID3
* xyz 0 1
C 1.9775 -0.0326 -0.1933
N 0.9215 0.6821 -0.0888
N -0.2918 0.0746 0.5239
N -0.4877 -1.3261 0.2609
N -1.6884 -1.4034 -0.2856
O -2.3553 -0.2270 -0.1124
C -1.3338 0.8255 0.1151
O -1.5271 2.0346 -0.0366
H 3.0221 0.4604 -0.3639
H 1.7630 -1.0881 0.1807
*
```

---

Stability, highest: 2

---

1:
Molecular formula: C3HF3S
Method: DFT, ωB97M-V with the def2-TZVPD basis set

Structure (ORCA input):
```
! RIJCOSX wB97M-V def2-TZVPD def2/J DEFGRID3
* xyz 0 1
C 1.5913 -1.9808 -0.2935
C 0.4132 -1.7905 -0.1994
C -0.8273 1.1472 0.0870
F -0.2594 1.0567 1.2716
F -1.4575 2.3135 0.0880
F 0.1123 1.1801 -0.8818
S -2.0840 -0.1515 -0.2714
H 2.5115 -1.7749 0.1995
*
```

---

2:
Molecular formula: C3HF3S
Method: DFT, ωB97M-V with the def2-TZVPD basis set

SMILES: C#S#CC(F)(F)F

Structure (ORCA input):
```
! RIJCOSX wB97M-V def2-TZVPD def2/J DEFGRID3
* xyz 0 1
C -0.4607 2.2796 -0.1867
S -0.2370 1.0126 0.9361
C 1.3778 0.9464 1.4312
C 2.1606 -0.3538 1.5216
F 2.9132 -0.5046 2.5756
F 1.4685 -1.5965 1.5221
F 2.9043 -0.2709 0.4521
H 0.3501 2.9758 -0.1807
*
```

---

Stability, highest: 2

---

1:
Molecular formula: C3H6S3
Method: DFT, ωB97M-V with the def2-TZVPD basis set

SMILES: C1SCSCS1

Structure (ORCA input):
```
! RIJCOSX wB97M-V def2-TZVPD def2/J DEFGRID3
* xyz 0 1
C 0.4732 -1.1136 0.9852
S 1.8570 -0.8260 -0.1847
C 1.0283 0.8003 -0.6799
S -0.4770 0.6497 -1.8125
C -1.6142 0.1762 -0.3812
S -1.2657 -1.3767 0.5659
H 0.9381 -1.8895 1.5398
H 0.6452 -0.2672 1.5259
H 0.7068 1.5606 0.0714
H 1.8520 1.2993 -1.1785
H -2.5213 0.0097 -0.9186
H -1.6223 0.9773 0.4672
*
```

---

2:
Molecular formula: C3H6S3
Method: DFT, ωB97M-V with the def2-TZVPD basis set

Structure (ORCA input):
```
! RIJCOSX wB97M-V def2-TZVPD def2/J DEFGRID3
* xyz 0 1
C -2.7649 -0.0238 -0.0069
C -0.0031 -0.2024 -0.0034
C 2.7611 -0.0203 -0.0071
H -2.7353 0.5950 0.8975
H -2.7133 0.6469 -0.8961
H -3.6830 -0.5993 0.0174
H 2.7261 0.6123 -0.8796
H 2.7217 0.6226 0.8974
H 3.6956 -0.6229 0.0027
S -1.4257 -1.2213 -0.0082
S -0.0003 1.4348 -0.0071
S 1.4211 -1.2216 -0.0066
*
```

---

Stability, highest: 2

---

1:
Molecular formula: C4H9NO
Method: DFT, ωB97M-V with the def2-TZVPD basis set

⟨S²⟩: 0.754

Structure (ORCA input):
```
! RIJCOSX wB97M-V def2-TZVPD def2/J DEFGRID3
* xyz 1 2
C 0.7476 1.6847 1.0653
N 1.2834 0.5603 0.3404
C 0.5012 -0.6031 -0.0090
C -0.8864 -0.2617 -0.5378
C -1.4078 -1.4973 -1.2819
O -0.9377 -2.5774 -0.9857
H -0.1324 2.0765 0.5567
H 1.5348 2.3607 1.3769
H 0.3101 1.2832 2.0003
H 2.2884 0.4385 0.2668
H 0.4881 -1.3503 0.7960
H 1.0555 -1.0639 -0.8334
H -1.5667 -0.0531 0.2803
H -0.8867 0.5635 -1.2595
H -2.3914 -1.5606 -1.7754
*
```

---

2:
Molecular formula: C4H9NO
Method: DFT, ωB97M-V with the def2-TZVPD basis set

⟨S²⟩: 0.779

Structure (ORCA input):
```
! RIJCOSX wB97M-V def2-TZVPD def2/J DEFGRID3
* xyz 1 2
C -1.2908 -0.8166 -0.8398
N -0.7396 0.2991 -0.2417
C 0.9336 -0.3677 1.3869
C 0.6511 0.4461 0.1209
C 0.9350 1.9566 0.2143
O -0.6025 -1.8058 -0.9907
H -2.3335 -0.7890 -1.1186
H -1.4290 0.9683 0.1085
H 0.3952 0.0384 2.2433
H 1.9779 -0.3848 1.6658
H 0.5345 -1.3770 1.2290
H 1.1930 0.0248 -0.7171
H 1.9172 2.1754 -0.2075
H 0.1529 2.6065 -0.1776
H 1.0977 2.2296 1.2630
*
```

---

3:
Molecular formula: C4H9NO
Method: DFT, ωB97M-V with the def2-TZVPD basis set

⟨S²⟩: 0.761

Structure (ORCA input):
```
! RIJCOSX wB97M-V def2-TZVPD def2/J DEFGRID3
* xyz 1 2
C 1.2326 -0.4488 -1.5225
C 0.3601 0.7066 -1.3077
N -0.5017 0.7952 -0.2908
C -0.8705 -0.2605 0.5732
C -0.4839 -0.0376 2.0439
O 0.3565 1.6463 -2.1276
H 0.6906 -1.2023 -2.1391
H 2.1234 -0.2332 -2.1339
H 1.5021 -0.9938 -0.6041
H -1.0147 1.6572 -0.2793
H -0.3800 -1.2340 0.2196
H -1.9227 -0.4339 0.4288
H -0.6947 -0.9304 2.5988
H -0.9727 0.8174 2.4624
H 0.5755 0.1520 2.0783
*
```

---

Stability, highest: 3

---

1:
Molecular formula: C4H8BrN2
Method: DFT, ωB97M-V with the def2-TZVPD basis set

Structure (ORCA input):
```
! RIJCOSX wB97M-V def2-TZVPD def2/J DEFGRID3
* xyz 1 1
C -1.2209 -1.1780 -0.1030
C 0.4322 0.0474 1.1822
C 1.2385 0.4622 0.0683
C 0.5077 1.3344 -0.8850
N -0.4075 -1.5332 -0.9327
N -0.9350 -0.2166 0.7903
Br 2.9832 -0.1217 -0.0322
H -2.2242 -1.5959 -0.0352
H 0.6239 -0.8799 1.7407
H 0.3326 0.9380 1.9195
H 1.1075 1.5061 -1.8036
H 0.3676 2.2732 -0.2897
H -0.4367 0.8304 -1.1213
H -0.6734 -2.1192 -1.6943
H -1.6955 0.2529 1.1959
*
```

---

2:
Molecular formula: C4H8BrN2
Method: DFT, ωB97M-V with the def2-TZVPD basis set

Structure (ORCA input):
```
! RIJCOSX wB97M-V def2-TZVPD def2/J DEFGRID3
* xyz 1 1
C -0.4127 1.1178 -0.7109
C -2.8174 0.5664 -0.3529
C -0.0435 1.7110 0.6247
C 0.3336 -2.6534 0.4131
N -1.7277 0.5706 -0.7431
N -0.4013 -1.9220 -0.3438
Br -4.3989 0.0350 0.0382
H 0.2483 0.3332 -1.1570
H -0.6189 1.2443 1.4061
H 0.9475 1.4958 0.7595
H -0.2497 2.7628 0.5572
H 0.9250 -3.5331 0.3425
H -0.3062 1.9892 -1.3413
H 0.4085 -2.1752 1.3644
H -0.6417 -2.2624 -1.2970
*
```

---

Stability, highest: 1

---

1:
Molecular formula: C2H3ClS
Method: DFT, ωB97M-V with the def2-TZVPD basis set

SMILES: Cl[C@@H]1CS1

Structure (ORCA input):
```
! RIJCOSX wB97M-V def2-TZVPD def2/J DEFGRID3
* xyz 0 1
Cl 2.0026 0.4319 0.1099
C 0.4350 -0.0452 -0.5458
C -0.6316 0.0852 0.3754
S -0.1907 -1.5951 0.0730
H 0.4902 0.0336 -1.6750
H -0.4378 0.5406 1.5891
H -1.6678 0.5490 0.0733
*
```

---

2:
Molecular formula: C2H3ClS
Method: DFT, ωB97M-V with the def2-TZVPD basis set

SMILES: S=CCCl

Structure (ORCA input):
```
! RIJCOSX wB97M-V def2-TZVPD def2/J DEFGRID3
* xyz 0 1
S -2.0181 -0.2008 -0.1611
C -0.6619 0.1858 0.5337
C 0.5196 0.8004 -0.1339
Cl 1.9070 -0.3177 -0.0458
H -0.6326 -0.1241 1.5810
H 0.8254 1.6273 0.5157
H 0.5326 1.1942 -1.1386
*
```

---

Stability, highest: 2